A.
ORCA calculation (ωB97M-V/def2-TZVPD) on a cluster of 2 separate species, C2H5NO2 in total.

Each line ends with the Mulliken charge.
Element x y z (Å)
C: 1.599 -1.088 -0.457  -0.24
N: 0.374 -0.835 -0.451  -0.38
H: 2.279 -0.365 -0.907  0.24
H: 2.013 -2.004 -0.041  0.24
H: -0.246 -1.490 0.044  0.24
H: -0.189 0.452 -0.519  0.44
O: -0.649 1.411 -0.382  -0.52
C: -1.461 1.328 0.631  0.17
O: -1.728 0.327 1.237  -0.54
H: -1.992 2.264 0.845  0.35

Summary:
HOMO energy: -0.36254 Ha
LUMO: 0.0200 Ha
SMILES string: O=CO.C=N
Gap between HOMO and LUMO: 10.408 eV



B.
ORCA calculation (ωB97M-V/def2-TZVPD) on a structure of composition C2H5NO2.

Each line ends with the Mulliken charge.
Element x y z (Å)
C: -1.652 0.154 -0.547  0.37
C: 0.620 -0.054 0.793  -0.52
N: -2.557 0.508 0.441  -0.38
O: -2.053 -0.861 0.198  -0.28
O: 0.054 0.757 -0.240  -0.46
H: -1.922 0.412 -1.618  0.30
H: 0.366 0.427 1.781  0.20
H: 1.785 0.045 0.756  0.20
H: 0.152 -0.972 0.648  0.29
H: -2.024 0.984 1.129  0.29

Summary:
HOMO energy: -0.36238 Ha
LUMO: 0.0394 Ha
Gap between HOMO and LUMO: 10.934 eV



C.
ORCA calculation (ωB97M-V/def2-TZVPD) on a cluster of 2 separate species, C2H5NO2 in total.

Each line ends with the Mulliken charge.
Element x y z (Å)
C: -0.002 -0.493 -0.012  0.61
C: -1.387 -0.136 -0.355  -0.88
N: 0.919 0.672 -0.121  -0.26
O: 0.414 -1.587 0.176  -0.51
O: 2.208 0.451 -0.038  -0.30
H: -1.365 -0.076 -1.419  0.26
H: -2.107 -0.901 -0.063  0.30
H: -1.553 0.906 -0.126  0.33
H: 0.276 1.447 1.452  0.11
H: 2.598 -0.283 0.506  0.34

Summary:
HOMO energy (alpha / beta): -0.36205 / -0.35976 Ha
LUMO (alpha / beta): -0.0338 / -0.0255 Ha
Gap between HOMO and LUMO (alpha / beta): 8.932 / 9.094 eV



Energies relative to the most stable structure, in hartree: A 0.0000; B 0.1696; C 0.1671.



A.
ORCA calculation (ωB97M-V/def2-TZVPD) on a cluster of 2 separate species, C2H5NO2 in total.

Each line ends with the Mulliken charge.
Element x y z (Å)
C: -1.906 -0.253 -0.217  -0.53
C: 2.016 0.103 -0.180  -0.30
N: -0.791 0.083 0.356  0.76
O: -0.671 1.244 0.698  -0.65
O: 0.210 -0.782 0.453  -0.54
H: -2.271 -1.259 -0.216  0.26
H: -2.686 0.520 -0.088  0.24
H: 1.661 -0.200 -1.195  0.25
H: 2.539 -0.669 0.350  0.25
H: 1.899 1.214 0.041  0.29

Summary:
HOMO energy (alpha / beta): -0.30708 / -0.30705 Ha
LUMO (alpha / beta): -0.0474 / -0.0475 Ha
Gap between HOMO and LUMO (alpha / beta): 7.066 / 7.063 eV



B.
ORCA calculation (ωB97M-V/def2-TZVPD) on the molecule C2H5NO2.

Each line ends with the Mulliken charge.
Element x y z (Å)
C: 0.121 0.229 0.182  0.77
C: 0.834 -0.908 -0.526  -0.93
N: -1.735 -0.240 0.819  -0.55
O: -0.482 0.293 1.387  -0.33
O: 0.274 1.438 -0.368  -0.44
H: 0.924 -1.909 -0.146  0.35
H: 1.918 -0.615 -0.683  0.31
H: 0.373 -0.900 -1.452  0.25
H: -2.222 0.520 0.398  0.17
H: -0.004 2.092 0.389  0.40

Summary:
HOMO energy: -0.31153 Ha
LUMO: 0.0206 Ha
Gap between HOMO and LUMO: 9.037 eV



Energies relative to the most stable structure, in hartree: A 0.0838; B 0.0000.



A.
ORCA calculation (ωB97M-V/def2-TZVPD) on a cluster of 2 separate species, C2H5NO2 in total.

Each line ends with the Mulliken charge.
Element x y z (Å)
C: 0.315 -0.327 0.379  0.14
N: -0.132 -0.852 -0.871  -0.59
C: -0.262 2.491 0.394  -0.08
O: 0.015 -1.265 1.377  -0.54
O: -0.231 2.525 -0.700  -0.10
H: -0.228 -2.073 0.896  0.32
H: 1.396 -0.160 0.355  0.32
H: -1.118 -0.621 -1.006  0.22
H: 0.410 -0.474 -1.642  0.26
H: -0.166 0.757 0.818  0.05

Summary:
HOMO energy: -0.35366 Ha
LUMO: 0.0331 Ha
Gap between HOMO and LUMO: 10.524 eV



B.
ORCA calculation (ωB97M-V/def2-TZVPD) on the molecule C2H5NO2.

Each line ends with the Mulliken charge.
Element x y z (Å)
C: -1.239 0.304 0.736  -0.24
C: 0.909 -0.702 -0.997  -0.54
N: -0.188 1.039 0.833  0.69
O: 0.866 0.530 -0.231  -0.42
O: 0.096 1.950 1.584  -0.58
H: -2.051 0.666 1.327  0.30
H: -1.100 -0.581 0.119  0.08
H: -0.048 -1.412 -0.777  0.27
H: 1.793 -1.327 -0.551  0.21
H: 0.962 -0.466 -2.042  0.23

Summary:
HOMO energy: -0.34789 Ha
LUMO: 0.0310 Ha
SMILES string: C=[N+]([O-])OC
Gap between HOMO and LUMO: 10.310 eV



Energies relative to the most stable structure, in hartree: A 0.0000; B 0.1450.



A.
ORCA calculation (ωB97M-V/def2-TZVPD) on a cluster of 2 separate species, C2H5NO2 in total.

Each line ends with the Mulliken charge.
Element x y z (Å)
C: 1.826 -0.743 -0.136  0.74
C: 1.737 0.549 -0.264  -0.91
N: -1.691 -0.632 0.169  -0.34
O: 1.717 -1.924 -0.184  -0.40
O: -2.611 0.359 -0.003  -0.43
H: -2.150 -1.353 0.740  0.25
H: 0.704 0.866 -0.062  0.24
H: 2.565 1.145 -0.327  0.33
H: -1.730 -1.064 -0.725  0.21
H: -2.178 1.242 -0.182  0.32

Summary:
HOMO energy: -0.34257 Ha
LUMO: 0.0260 Ha
SMILES string: C=C=O.NO
Gap between HOMO and LUMO: 10.030 eV



B.
ORCA calculation (ωB97M-V/def2-TZVPD) on a cluster of 2 separate species, C2H5NO2 in total.

Each line ends with the Mulliken charge.
Element x y z (Å)
C: 2.086 1.685 0.630  -0.28
N: 0.981 1.063 0.457  -0.36
H: 2.794 1.559 -0.175  0.22
H: 2.242 2.618 1.194  0.23
H: 0.343 1.525 1.115  0.18
H: 0.003 -0.010 -1.124  0.37
O: -0.842 -1.838 0.393  -0.42
C: -1.378 -0.968 -0.207  0.18
O: -0.965 -0.175 -1.240  -0.42
H: -2.268 -0.466 0.235  0.31

Summary:
HOMO energy: -0.38475 Ha
LUMO: 0.0278 Ha
SMILES string: O=CO.C=N
Gap between HOMO and LUMO: 11.227 eV



C.
ORCA calculation (ωB97M-V/def2-TZVPD) on a structure of composition C2H5NO2.

Each line ends with the Mulliken charge.
Element x y z (Å)
C: 0.550 0.327 -1.301  -0.75
C: -0.192 -0.164 -0.084  0.55
H: -0.029 -0.377 -2.522  0.25
H: 1.723 -0.296 -1.013  0.23
H: 0.342 1.702 -1.381  0.26
H: -0.108 1.396 1.431  0.25
H: -0.710 -1.295 1.746  0.37
N: -0.158 0.378 1.146  -0.08
O: -0.699 -1.299 -0.198  -0.68
O: -0.719 -0.373 2.176  -0.40

Summary:
HOMO energy: -0.34764 Ha
LUMO: 0.0147 Ha
Gap between HOMO and LUMO: 9.861 eV



D.
ORCA calculation (ωB97M-V/def2-TZVPD) on the molecule C2H5NO2.

Each line ends with the Mulliken charge.
Element x y z (Å)
C: -0.510 -0.716 0.097  -0.35
C: 0.785 -0.019 0.142  0.51
H: -2.365 0.198 0.787  0.25
H: -2.399 0.451 -0.811  0.20
H: -0.544 -1.371 0.893  0.30
H: -0.387 -1.639 -0.585  0.32
H: -0.426 1.425 0.561  0.35
N: -1.959 -0.118 -0.140  -0.58
O: 0.430 1.266 -0.046  -0.49
O: 1.844 -0.495 -0.117  -0.51

Summary:
HOMO energy: -0.36277 Ha
LUMO: 0.0164 Ha
SMILES string: NCC(=O)O
Gap between HOMO and LUMO: 10.317 eV



Energies relative to the most stable structure, in hartree: A 0.0705; B 0.0000; C 0.1419; D 0.0207.



A.
ORCA calculation (ωB97M-V/def2-TZVPD) on the molecule C2H5NO2.

Each line ends with the Mulliken charge.
Element x y z (Å)
C: 0.254 0.508 0.523  -0.15
C: 0.396 -0.697 -0.322  -0.04
H: 1.561 1.685 1.395  0.30
H: -0.152 1.357 -0.066  0.26
H: -0.449 0.310 1.348  0.26
H: 1.364 -1.207 -0.292  0.37
H: -2.295 -1.019 -1.570  0.37
N: -0.509 -1.211 -1.062  -0.49
O: 1.562 0.807 0.980  -0.50
O: -1.731 -0.534 -0.934  -0.38

Summary:
HOMO energy: -0.36283 Ha
LUMO: 0.0290 Ha
SMILES string: OC/C=N\O
Gap between HOMO and LUMO: 10.663 eV



B.
ORCA calculation (ωB97M-V/def2-TZVPD) on the molecule C2H5NO2.

Each line ends with the Mulliken charge.
Element x y z (Å)
C: 1.476 0.082 0.842  -0.81
C: -0.691 -0.047 -0.312  0.65
O: -1.324 -0.652 0.710  -0.46
O: -1.415 -0.021 -1.466  -0.50
N: 0.522 0.358 -0.225  -0.33
H: -2.268 -0.703 0.512  0.34
H: -0.986 0.583 -2.085  0.34
H: 2.205 0.879 0.910  0.19
H: 1.075 -0.316 1.767  0.21
H: 1.408 -0.162 -0.652  0.37

Summary:
HOMO energy: -0.24815 Ha
LUMO: 0.0152 Ha
Gap between HOMO and LUMO: 7.166 eV



Energies relative to the most stable structure, in hartree: A 0.0000; B 0.0657.



A.
ORCA calculation (ωB97M-V/def2-TZVPD) on the molecule C3H4FN3S.

Each line ends with the Mulliken charge.
Element x y z (Å)
C: 1.284 -0.687 0.005  0.38
C: 0.630 -1.244 1.079  -0.47
C: -0.847 0.310 0.101  0.33
H: 0.508 2.536 -1.524  0.17
H: 0.958 -1.989 1.759  0.41
H: -1.306 -0.892 1.703  0.21
H: -2.043 1.349 -0.924  0.23
N: 0.331 0.214 -0.625  -0.01
N: -0.589 -0.577 1.116  -0.13
N: -2.047 0.754 -0.138  -0.71
F: 2.512 -0.873 -0.498  -0.24
S: 0.608 1.099 -2.053  -0.19

Summary:
HOMO energy: -0.28756 Ha
LUMO: 0.0135 Ha
SMILES string: [H]/N=c1/[nH]cc(F)n1S
Gap between HOMO and LUMO: 8.191 eV



B.
ORCA calculation (ωB97M-V/def2-TZVPD) on the molecule C3H4FN3S.

Each line ends with the Mulliken charge.
Element x y z (Å)
C: -0.111 0.575 1.797  -0.34
C: 0.874 1.606 2.050  0.73
C: 0.387 1.138 -0.644  -0.15
N: 1.198 2.577 1.299  -0.44
N: 0.020 -0.689 1.883  -0.21
N: 0.021 0.836 -1.904  -0.32
F: 0.991 1.946 3.357  -0.26
S: 1.145 2.714 -0.383  0.03
H: -0.667 -1.372 1.597  0.26
H: 0.915 -1.070 1.783  0.23
H: -0.355 -0.105 -2.005  0.23
H: 0.019 1.490 -2.758  0.23

Summary:
HOMO energy: -0.28521 Ha
LUMO: 0.0142 Ha
Gap between HOMO and LUMO: 8.147 eV



Energies relative to the most stable structure, in hartree: A 0.0000; B 0.1041.